# 1
Below is a single C16H20N4O3S molecule, with properties calculated with ωB97M-V/def2-TZVPD.

XYZ file:
```
44
C16H20N4O3S | OMol25 | ωB97M-V/def2-TZVPD
H -8.227 -0.839 1.073
C 0.271 -1.110 -0.516
C 6.752 -1.318 -0.304
C -3.406 -0.736 -1.016
H 0.228 -2.077 -1.016
C 7.251 -0.052 -0.536
C 4.564 -0.399 0.059
H 7.403 -2.176 -0.353
C -6.736 1.027 -0.342
N 3.199 -0.487 0.352
C -7.023 0.951 1.163
H 2.744 0.417 0.373
H -6.521 -1.138 1.390
H -7.863 1.610 1.392
H 3.724 3.863 -0.166
H 8.296 0.090 -0.767
H -6.151 1.315 1.711
H -6.583 2.071 -0.627
O -1.351 0.421 0.387
C 2.448 -1.586 0.618
H 0.520 -2.049 1.411
C -1.113 -0.526 -0.327
O 2.860 -2.724 0.645
S -3.940 0.605 -0.037
N -4.337 -1.305 -1.705
C 0.979 -1.243 0.838
H 5.005 3.372 -1.302
H -7.554 -0.500 2.670
N -2.098 -1.148 -1.044
N -5.527 -0.744 -1.525
C 5.410 -1.494 -0.006
H 6.824 2.035 -0.659
H 0.872 -0.309 1.393
H -1.904 -1.941 -1.639
C -5.532 0.247 -0.710
C 4.603 3.232 -0.294
H 0.830 -0.417 -1.154
H 5.361 3.513 0.443
C 5.073 0.893 -0.179
C 6.415 1.054 -0.474
H 5.009 -2.476 0.179
C -7.351 -0.469 1.603
O 4.155 1.913 -0.095
H -7.580 0.629 -0.907
```

Values from the calculation:
- E: -39855.3097 eV
- E_HOMO: -0.308 Eh
- Kohn-Sham gap: 8.9 eV
- SMILES: CCCc1nnc(NC(=O)CCC(=O)Nc2ccccc2OC)s1
- Molar mass: 348.4 g mol⁻¹

---

# 2
Below is 2 unconnected molecules or ions with the total composition C16H20O2, with properties calculated with ωB97M-V/def2-TZVPD.

XYZ file:
```
38
C16H20O2 | OMol25 | ωB97M-V/def2-TZVPD
C -1.482 -1.552 2.300
H -0.216 1.502 2.859
H 1.281 -1.354 -4.306
H -0.061 -4.371 3.676
O -1.751 2.291 0.846
O 1.947 3.616 -0.794
H -2.030 -3.089 3.650
C -0.621 -0.619 2.857
C 1.794 1.017 -3.367
C 1.178 -0.013 -2.666
C 1.059 1.379 -0.605
H -1.823 -3.505 1.873
C 0.949 -1.422 -3.242
C 0.035 -3.356 3.155
H -0.105 -1.269 -3.480
H -0.874 2.599 0.508
H 0.217 -2.583 3.836
C -2.829 0.082 1.097
C 1.719 2.334 -1.364
H -3.489 0.499 0.326
H 0.779 -3.516 2.381
H 2.409 3.131 -3.166
C 0.686 0.234 -1.351
C 1.915 2.305 -2.717
H 0.175 -0.542 -0.747
H 2.326 0.957 -4.326
H 1.711 3.715 0.179
C -1.761 0.988 1.452
C 1.494 -2.617 -2.568
C -2.700 -1.257 1.485
H 1.227 -2.616 -1.483
C -1.348 -3.003 2.758
H 1.025 -3.592 -2.840
H 2.612 -2.720 -2.683
H 0.856 1.260 0.516
H -3.285 -2.134 1.116
C -0.823 0.716 2.455
H 0.110 -0.920 3.632
```

Values from the calculation:
- E: -21008.6900 eV
- E_HOMO: -0.311 Eh
- Kohn-Sham gap: 9.1 eV
- SMILES: CCc1ccc(O)cc1.CCc1ccc(O)cc1
- Molar mass: 244.3 g mol⁻¹

---

Strongest force on any atom? In order: 1.7, 4.1 eV/Å.
Lowest unoccupied orbital energy? In order: 0.50, 0.65 eV.
ΔE to the lowest compared entry with this formula, charge and spin? In order: 108.5, 347.1 kJ/mol.